The following is a DFT calculation (ωB97M-V with the def2-TZVPD basis set) of the molecule C5H8N2 at a distorted geometry.

```
15
Properties=species:S:1:pos:R:3
C -1.813 -0.903 0.339
C -0.680 -0.135 -0.290
C -0.533 1.329 -0.127
N 0.310 0.412 0.629
C 1.724 0.373 0.263
C 2.129 -0.868 -0.414
N 2.452 -1.828 -0.972
H -2.090 -0.441 1.291
H -1.521 -1.939 0.533
H -2.689 -0.907 -0.318
H -0.301 -0.547 -1.228
H -0.068 1.878 -0.947
H -1.245 1.900 0.464
H 2.003 1.206 -0.396
H 2.323 0.470 1.174
```

As for the total energy: -304.77166 a.u. As for the HOMO-LUMO gap: 10.652 eV. As for the HOMO energy: -9.7 eV. The value obtained for the strongest force on any atom is 1.1 eV/A. The calculation puts the energy above the lowest of the compared OMol25 structures with the same formula, charge and spin at 40.05 kcal/mol. The SMILES is C[C@H]1CN1CC#N.